(1)
{
  "formula": "C26H31F2IrN4O",
  "method": "the ωB97M-V functional and the def2-TZVPD basis",
  "orbital_gap_ev": [5.319, 5.700],
  "e_lumo_ha": [-0.280, -0.277],
  "multiplicity": 1,
  "charge": 2,
  "energy_ha": -1607.0018,
  "homo_ev": [-12.946, -13.231],
  "largest_force_ev_per_a": 1.190,
  "elements": ["H", "H", "Ir", "C", "H", "N", "N", "C", "C", "H", "C", "H", "C", "H", "C", "H", "C", "H", "C", "C", "H", "C", "H", "C", "C", "H", "H", "H", "N", "H", "H", "C", "N", "H", "H", "H", "H", "H", "C", "F", "C", "C", "C", "C", "H", "H", "H", "H", "C", "H", "O", "H", "H", "F", "H", "C", "C", "C", "C", "C", "H", "C", "C", "H", "H"],
  "xyz": [[4.4886, -2.0485, -4.3437], [-0.4813, 0.9070, -4.6315], [-1.4361, 0.6421, 0.7830], [-4.7798, -1.7601, 1.5592], [-5.3616, -2.1237, 0.7205], [1.7422, 1.6435, 0.8109], [-3.3602, -1.6596, 1.1866], [-0.6667, 1.5698, 2.4099], [1.4426, 0.5706, -3.6613], [5.1874, 2.2226, 2.4245], [-1.4635, 2.0224, 4.6761], [2.8143, -0.2352, -5.0815], [3.4575, -0.6510, -3.0869], [-3.9771, -3.2385, -2.8500], [3.1635, -0.4824, -1.7259], [-5.1599, -0.7718, 1.8275], [1.1501, 0.7187, -2.2785], [-3.5423, -1.5414, -2.6964], [0.6825, 1.4068, 2.9971], [-2.5307, -0.8622, 2.0472], [-2.7064, 0.3682, 1.7989], [3.2081, 1.5852, 2.7581], [-3.0198, -0.7249, 3.0131], [-2.9726, -1.7128, -0.1201], [-0.0418, 1.4195, -1.9230], [5.1514, -1.9260, -2.7037], [2.7222, -0.2003, 0.6649], [-5.0512, -4.0385, -0.5907], [-3.4649, -2.6663, -0.9206], [3.4261, 1.2674, 3.7603], [2.3940, 2.9188, -0.7919], [1.8542, 1.5112, 2.2800], [-2.0977, -0.8046, -0.5336], [-2.6096, 2.3469, 2.9522], [0.9534, -0.2920, 0.5349], [0.8014, 1.9864, 0.5898], [-1.5657, -1.3240, 2.2613], [-3.4768, -4.7541, -0.9607], [0.5739, 1.1448, -4.7541], [1.8942, 0.8859, 5.0119], [2.0393, 0.1866, -1.3022], [1.8454, 0.2370, 0.1947], [2.7184, 2.5383, 0.1640], [-3.2937, -2.5487, -2.3638], [-3.7627, -4.0582, 0.6320], [5.4347, -0.6426, -3.8836], [-1.7561, -0.9746, -1.4672], [4.6337, 3.3460, 0.2223], [-0.2576, 1.5917, 5.2815], [-4.9105, -2.4364, 2.4029], [-0.4209, 1.6543, -0.7600], [-0.6600, 1.8254, -2.7308], [3.8536, -0.8878, -0.9935], [-2.4419, 2.3823, 5.4770], [0.6700, 2.2317, -4.8005], [3.8986, 2.7320, 0.7255], [-3.9778, -3.9492, -0.4252], [4.6998, -1.3662, -3.5197], [2.5886, -0.1144, -4.0274], [0.7540, 1.2962, 4.4540], [-2.2764, -2.8041, -2.6754], [-1.6454, 2.0296, 3.3282], [4.1890, 2.1388, 2.0166], [0.8851, 0.7503, -5.7182], [-0.1494, 1.5219, 6.3552]],
  "forces_ev_per_a": [[0.0011, 0.0186, 0.0264], [-0.0116, -0.0234, 0.0000], [0.8901, 0.1152, 0.7810], [0.1281, 0.0104, -0.0109], [-0.0098, -0.0161, -0.0338], [0.2402, 0.0302, 0.0198], [-0.0491, -0.0389, 0.0482], [-0.5808, -0.5107, -0.6119], [-0.0773, 0.0605, 0.0543], [-0.0207, -0.0261, -0.0220], [0.0030, 0.0791, -0.3545], [-0.0093, 0.0042, 0.0514], [0.0506, -0.0389, 0.0233], [-0.0216, -0.0148, -0.0066], [0.1330, -0.0294, -0.0511], [0.0080, 0.0043, 0.0010], [0.0619, -0.0401, -0.0704], [0.0184, 0.0192, 0.0083], [0.5608, 0.1432, -0.1979], [0.2253, 0.0449, 0.1130], [-0.1021, 0.2047, -0.0721], [0.4448, 0.0193, 0.0024], [-0.0456, -0.0352, -0.0089], [0.2283, 0.1278, -0.1779], [-0.0382, 0.1912, 0.0884], [-0.0052, -0.0018, -0.0035], [0.0020, -0.0333, 0.0445], [-0.0123, 0.0152, -0.0062], [-0.2196, -0.1005, -0.0723], [0.0149, -0.0769, -0.0145], [-0.0192, 0.0122, 0.0247], [-0.5794, 0.1519, -0.0573], [-0.6055, -0.0189, 0.0526], [0.0045, -0.0396, 0.0646], [-0.1590, 0.0212, -0.0009], [-0.2114, -0.0880, -0.0133], [-0.0529, -0.0197, -0.0366], [0.0204, -0.0185, -0.0132], [0.0344, -0.0068, 0.0499], [0.0435, -0.0388, -0.0636], [-0.0306, 0.0463, 0.0016], [0.1167, 0.0461, -0.0415], [-0.1244, -0.0607, 0.0100], [-0.0106, -0.0389, 0.0826], [0.0075, 0.0224, 0.0469], [-0.0268, -0.0280, 0.0175], [0.1501, -0.0359, -0.0013], [-0.0240, -0.0019, 0.0411], [0.2325, -0.0618, 0.0747], [0.0166, 0.0052, -0.0129], [-0.0964, -0.1709, -0.2036], [0.0256, -0.0373, 0.0238], [-0.0292, 0.0057, -0.0413], [-0.0393, 0.0350, 0.0809], [-0.0146, -0.0105, 0.0191], [0.0773, 0.0061, -0.0415], [0.0861, 0.1339, -0.0680], [-0.0046, 0.0340, -0.0171], [0.0345, -0.0507, -0.0529], [-0.0042, -0.0673, 0.3400], [0.0071, -0.0178, -0.0148], [-0.4253, 0.1847, 0.0753], [-0.2160, -0.0091, 0.1474], [0.0162, 0.0092, 0.0069], [-0.0071, 0.0050, -0.0273]]
}

=====

(2)
{
  "formula": "C26H31F5N4O3S3SeTeTi",
  "method": "the ωB97M-V functional and the def2-TZVPD basis",
  "orbital_gap_ev": [8.339, 4.549],
  "e_lumo_ha": [-0.088, -0.226],
  "multiplicity": 2,
  "charge": 1,
  "energy_ha": -6666.8656,
  "homo_ev": [-10.724, -10.711],
  "s2": 0.757,
  "largest_force_ev_per_a": 4.477,
  "elements": ["H", "F", "C", "C", "H", "C", "C", "C", "O", "C", "N", "C", "H", "H", "N", "H", "C", "H", "H", "C", "H", "H", "O", "N", "O", "H", "H", "H", "C", "F", "H", "N", "H", "H", "C", "H", "H", "C", "C", "F", "C", "C", "H", "C", "H", "H", "H", "F", "H", "C", "Te", "S", "H", "S", "H", "S", "Se", "Ti", "F", "H", "C", "C", "H", "H", "C", "C", "C", "H", "H", "C", "H", "H", "C", "C", "C"],
  "xyz": [[2.8106, -6.1936, 1.4807], [2.0927, 4.0031, 1.4348], [-0.8561, 2.8763, 4.6481], [7.2175, -3.1858, -0.5185], [-1.0605, 5.1406, -0.0919], [-2.4809, 0.2586, -2.7704], [1.5710, -2.7690, 1.7528], [2.1679, -5.2850, -1.7200], [0.9798, -2.5268, 2.7707], [-2.4777, -1.2578, -2.8328], [2.6114, -3.6273, 1.5620], [6.3054, -2.9006, -1.5218], [0.6715, 5.1118, 0.2933], [-0.2497, 6.6208, 0.4749], [-0.8335, 4.0080, 3.7373], [-2.5953, -1.5436, -3.8775], [2.5033, -6.2636, 0.4461], [-3.3270, -2.5150, -0.1884], [-4.2606, -0.4760, -0.8116], [-0.2918, 5.5399, 0.5686], [-1.5909, 0.6583, -3.2586], [2.9863, -4.1629, 2.3227], [1.3950, 0.2471, 1.0466], [-0.5855, 5.1893, 1.9460], [2.0728, -2.1756, -1.5635], [-1.7165, 2.2401, 4.4469], [1.3003, -8.5595, -1.7319], [-0.5908, -3.7521, -0.7819], [3.0008, -3.7890, 0.1665], [2.3428, 2.0035, 2.8090], [-2.1085, -3.9823, -1.6587], [1.2517, -2.2250, 0.4763], [-1.2147, 5.6217, 5.1044], [-3.3597, 0.6406, -3.2936], [6.7656, -3.6673, 0.6991], [1.4297, -6.5997, -3.2371], [-0.9023, 7.1272, 2.8362], [-3.7862, 0.2858, -0.1955], [-2.2850, -2.6948, 0.0702], [0.4895, 0.4995, -1.4114], [-3.1655, -0.2687, 1.0637], [4.9481, -3.0915, -1.3118], [-0.9124, 3.2483, 5.6668], [2.0557, -7.4833, -0.0367], [2.0176, -8.3370, 0.6270], [0.0481, 2.2829, 4.5221], [6.6480, -2.5259, -2.4772], [3.0208, 0.2753, -1.0861], [-3.8246, -0.9570, 1.5933], [1.6572, -7.6089, -1.3592], [2.2945, 1.9735, 0.8963], [-1.5891, -1.1044, 0.6654], [-2.8652, 0.5377, 1.7306], [-2.4331, 1.0617, -1.1443], [7.4688, -3.8969, 1.4886], [-0.9065, -1.9867, -2.2631], [-0.3046, 2.3117, 1.4709], [1.5764, -0.4879, -0.4872], [3.8651, 0.8603, 1.3199], [-4.5243, 1.0515, 0.0422], [2.1062, -2.7033, -0.4198], [1.7238, -6.5093, -2.1994], [-3.2953, -1.6974, -2.2643], [2.2103, -4.4299, -2.3834], [5.4105, -3.8581, 0.9165], [2.5506, -5.1522, -0.3889], [-0.8486, 6.0618, 2.9690], [5.0812, -4.2343, 1.8767], [8.2756, -3.0342, -0.6837], [-1.5058, -3.2598, -1.1096], [-2.2501, -3.3885, 0.9126], [4.2547, -2.8649, -2.1069], [-0.5918, 3.9379, 2.4200], [-1.0063, 5.3212, 4.0936], [4.4922, -3.5630, -0.0844]],
  "forces_ev_per_a": [[-0.0167, 0.0139, 0.0241], [0.6201, -0.4771, -0.5933], [0.0394, -0.3133, 0.0791], [0.0036, 0.0111, -0.0191], [-0.0569, 0.0428, 0.0676], [-0.0955, 0.2847, 0.2151], [-0.1885, -0.1256, 0.3794], [0.0328, 0.0594, 0.0581], [0.0308, -0.0201, -0.1072], [0.3912, -0.2657, 0.1636], [0.0949, 0.0639, -0.2047], [0.0035, -0.0246, -0.0382], [-0.0534, 0.0841, 0.1291], [-0.0572, 0.0163, 0.0835], [-0.0174, 0.0224, -0.1194], [-0.1340, -0.0008, 0.0130], [-0.0106, 0.0310, -0.0399], [-0.0079, -0.0248, 0.0095], [-0.0312, -0.0153, 0.0530], [0.1195, -0.0426, -0.4239], [-0.0409, 0.0657, -0.0367], [-0.0567, -0.0081, 0.0475], [-0.0356, -0.0688, 1.0595], [-0.0966, -0.1790, -0.0110], [0.5137, -0.5119, -0.0818], [-0.0189, 0.0603, -0.0021], [0.0152, -0.0039, -0.0061], [-0.0525, -0.0850, 0.0233], [0.2268, -0.2110, -0.1333], [-0.0236, -0.1902, -0.6518], [-0.0053, -0.0916, 0.1200], [0.1774, -0.8431, 0.1430], [0.0023, -0.0245, -0.0025], [0.0085, 0.0319, -0.0353], [0.0358, -0.0749, 0.0841], [-0.0066, -0.0005, 0.0062], [0.0503, -0.0202, -0.0965], [-0.0593, 0.2415, -0.2708], [0.2402, 0.1920, -0.0781], [-1.1854, 0.9269, -0.9817], [0.2364, -0.1072, 0.2241], [0.0231, -0.0758, 0.0639], [0.0022, 0.0593, -0.0189], [0.0354, -0.0218, 0.0257], [0.0092, -0.0058, -0.0096], [0.0217, 0.0764, -0.0322], [-0.0011, 0.0059, 0.0042], [1.1459, 0.2434, -0.3889], [0.0388, 0.0294, 0.0754], [0.0060, -0.0055, 0.0051], [1.0674, 2.6161, 3.4724], [-0.6562, 0.1166, -0.3281], [-0.0371, 0.0204, 0.0788], [0.2786, -0.6859, 0.1475], [0.0030, 0.0062, -0.0037], [-0.3882, -0.3131, 0.0468], [-1.3822, 0.4979, 0.1874], [-0.6166, -0.6099, -1.6081], [-0.1559, 0.6345, -0.3973], [-0.0936, -0.0563, -0.0596], [-0.1845, -1.3291, 0.1776], [-0.0054, 0.0122, -0.0905], [-0.0609, 0.0032, -0.0834], [0.0070, -0.0458, -0.0343], [-0.0658, 0.0245, -0.0407], [-0.1845, 0.0640, -0.0111], [-0.0345, 0.0475, 0.3569], [0.0386, 0.0308, 0.0094], [-0.0011, 0.0072, -0.0003], [0.2010, 0.2704, -0.2466], [-0.0826, 0.0548, 0.0678], [-0.0491, 0.0266, -0.0243], [0.5754, -0.5510, -0.3550], [0.0118, 0.2660, -0.0744], [-0.0575, 0.1688, 0.0387]]
}

=====

(3)
{
  "formula": "C26H31FN6O2",
  "method": "the ωB97M-V functional and the def2-TZVPD basis",
  "orbital_gap_ev": 9.116,
  "e_lumo_ha": 0.006,
  "multiplicity": 1,
  "energy_ha": -1587.4532,
  "homo_ev": -8.947,
  "largest_force_ev_per_a": 15.603,
  "elements": ["C", "C", "C", "N", "H", "O", "C", "N", "C", "C", "H", "C", "H", "H", "H", "C", "C", "C", "H", "H", "H", "H", "C", "H", "H", "N", "C", "C", "H", "H", "F", "H", "C", "H", "H", "H", "O", "H", "H", "H", "C", "C", "H", "H", "C", "H", "N", "H", "H", "H", "H", "H", "H", "C", "H", "H", "N", "C", "C", "C", "N", "C", "C", "C", "C", "C"],
  "xyz": [[-0.6843, -2.3860, 2.0110], [5.2057, -0.9253, -1.6973], [0.1710, 3.1498, -3.2408], [-2.2352, 0.4165, 0.1962], [-2.1633, 2.6365, -4.1672], [-2.4930, -0.7658, -3.0183], [-1.3385, -0.6433, 0.6764], [1.0287, 1.2868, 0.6099], [2.0168, 0.2806, 0.9290], [3.1778, 0.6101, -1.0693], [-1.2798, 1.6760, 2.6941], [4.2084, 0.3538, -1.9912], [-2.5314, 2.0346, -1.8427], [-3.9662, 0.6628, -0.6789], [1.3947, 3.1892, -3.1693], [3.8472, -1.2701, 0.3870], [-3.0122, -2.2051, 3.4982], [0.4767, -2.2350, -0.1810], [-3.5313, -0.9096, -0.4340], [-1.0579, 3.6900, -1.7259], [0.1131, 1.8334, -4.6917], [0.1999, 1.2909, -3.1729], [3.1218, -0.3366, -0.1246], [-3.5415, -3.0606, 3.0629], [0.5512, 4.2661, -1.4241], [1.7740, -0.0522, 2.1400], [-0.0272, 4.4841, -3.9524], [-1.0555, -3.4639, 3.3316], [-1.1676, -1.8395, 4.6618], [-2.3245, -0.2209, 3.3932], [3.5834, -1.8990, 1.4278], [4.3353, 0.6938, -3.0164], [-0.9545, 1.7392, 1.6997], [1.0084, -2.7126, -0.9084], [0.9152, -3.7718, 1.4314], [-3.7096, -2.0196, 4.4604], [-2.8196, 2.5386, 0.1751], [0.1120, -3.7883, 3.5843], [-2.0279, -3.5373, 5.0597], [0.4807, 5.2461, -3.6073], [-2.8692, 0.0821, -2.3130], [-0.4069, -1.2426, -0.4209], [2.6576, 1.3425, -1.4024], [-3.5790, -0.6889, 2.3015], [-0.0887, 3.5874, -1.7252], [-1.1416, 4.6001, -3.9303], [0.5540, 0.2753, 2.4582], [5.3482, -2.3979, -0.2859], [-1.9378, 1.0284, -4.4115], [-1.5549, -4.4492, 3.0978], [-0.8456, 2.7841, 1.4675], [0.2792, 4.1354, -4.9914], [5.8918, -1.1474, -2.3288], [4.6690, -1.5558, -0.5028], [0.1219, 2.8309, -1.0691], [-0.3163, -0.6219, -1.3644], [-2.2283, 1.3969, -2.7026], [-1.5013, 1.8187, -3.8582], [-2.2399, 1.5778, 0.6590], [-3.2621, -0.1007, -0.9368], [0.2211, 1.2160, 1.6437], [0.1119, -2.9595, 1.2194], [-0.2235, 1.9083, -3.7025], [-2.7925, -1.0209, 2.6668], [-1.8767, -2.8673, 4.4051], [-1.6382, -1.4535, 1.6522]],
  "forces_ev_per_a": [[-5.1303, -4.0562, 6.0377], [-11.6265, 6.3205, 5.9399], [7.6890, 7.3070, 5.4344], [-0.0220, -7.2020, -3.2266], [1.1993, 0.6884, -0.6148], [-0.6465, -5.0688, -2.8131], [0.6109, -0.8307, -6.6075], [2.1417, -1.5058, -1.1495], [-1.4437, 3.1782, -2.9553], [7.2768, -4.9858, -3.7807], [-0.7948, -0.0794, 1.3669], [3.6358, -4.8364, 0.0103], [1.2982, -0.6783, -2.8622], [-1.3369, 0.3321, -0.2752], [-2.2558, -0.7701, -0.4881], [-2.7357, 1.6497, 0.2574], [-3.4508, -2.6248, 6.5925], [-4.7710, -0.8689, 5.2953], [-1.3319, -4.4097, 0.4964], [-5.2562, 1.8003, 0.8855], [1.5337, -0.3395, -1.7407], [3.9371, -7.1378, 5.2565], [-9.0342, 8.1618, 6.1934], [0.1076, 0.3170, -0.6857], [2.4797, 4.3197, 0.9513], [-0.4007, -4.1519, 2.0232], [-4.3070, -6.5385, -4.3684], [4.7257, -0.8796, -1.5516], [-2.0779, -2.8847, 0.5186], [-0.8271, -1.1855, -1.4798], [-0.4702, -2.5097, 3.8795], [-0.1651, 0.9362, 0.4649], [-7.4125, 5.7152, -0.7361], [1.6909, -1.0119, -1.6866], [-2.0435, 1.1899, 0.1561], [0.5409, 0.5048, -2.4458], [-0.4184, 0.1637, 1.0809], [-3.0080, 0.7432, -0.0760], [-2.0053, -4.1282, 5.3646], [2.5249, 3.6671, 1.8363], [5.8426, 4.7706, -2.0004], [0.0763, 3.4075, 0.3226], [-4.5097, 4.6323, -0.6430], [-7.1079, 3.0513, -3.8198], [1.0914, -4.7668, -3.8408], [0.8365, 0.8120, -0.3726], [1.4771, 1.1032, 3.0753], [-0.3592, -0.2625, 0.2293], [0.7090, -1.1027, -2.1786], [0.5317, 1.0714, -0.8677], [0.1475, 0.8485, 0.3243], [-0.4566, 1.5232, 0.5491], [4.4762, -1.9750, -3.6167], [12.5870, -5.1572, -7.6427], [0.3839, -2.5105, 1.5558], [-0.3304, -0.8210, 1.0905], [-5.1686, 0.1779, 9.0935], [-13.4596, -2.2407, -0.1472], [3.1464, 3.4370, 0.7558], [0.9798, 6.3609, 3.2101], [5.8951, -4.3542, -2.8633], [8.3130, -0.9928, -7.1247], [3.8282, 4.9105, -5.6796], [10.5409, -2.6259, 4.1623], [4.4680, 9.7688, -7.5646], [-2.3584, 2.6234, 3.4950]]
}

=====

Number 3 is which compound?
C26H31FN6O2